[1]
A molecular structure, C19H25ClN2V. Source: OMol25; level of theory: ωB97M-V/def2-TZVPD.

Each line ends with the Mulliken charge.
Element x y z (Å)
C 2.830 -1.645 -3.968  1.2483
C 2.195 -2.934 -3.641  -1.1416
C 2.101 -0.657 -4.756  -1.1239
C 4.005 -1.239 -3.184  -1.1579
Cl 0.751 -1.009 0.372  -0.4300
H 2.377 -0.648 -5.820  0.3493
H 2.293 0.363 -4.377  0.3452
H 1.015 -0.856 -4.716  0.3499
H 2.544 -3.771 -4.258  0.3561
H 1.100 -2.890 -3.766  0.3286
H 2.397 -3.221 -2.594  0.3714
H 4.964 -1.495 -3.654  0.3556
H 4.009 -1.731 -2.195  0.3625
H 4.021 -0.150 -3.013  0.3547
C -2.972 0.218 0.311  -0.3485
C -2.462 1.098 -0.714  -0.8067
C -1.617 0.304 -1.581  -0.2257
H -2.779 2.122 -0.884  0.6379
C -1.658 -1.049 -1.108  -0.4712
C -2.467 -1.094 0.070  -0.6159
H -2.730 -1.980 0.646  0.4643
H -3.763 0.474 1.014  0.6365
H -1.185 0.625 -2.528  0.5748
H -1.257 -1.901 -1.654  0.5023
C 1.214 1.877 1.663  -0.5167
C -0.001 2.610 1.586  -0.3545
C -0.318 2.809 0.195  -0.7611
H -0.483 3.129 2.423  0.6026
C 0.712 2.160 -0.578  -0.1849
C 1.662 1.612 0.337  -0.5441
H 2.632 1.204 0.034  0.4996
H 1.731 1.616 2.591  0.4419
H -1.101 3.464 -0.182  0.6378
H 0.849 2.225 -1.662  0.5500
V -0.614 0.610 0.434  0.0102
N -2.603 1.803 2.842  -0.2723
C -1.927 0.712 3.310  0.9285
C -2.128 0.266 4.628  -1.1694
C -1.450 -0.834 5.125  -0.4347
C -0.560 -1.484 4.260  -0.9190
C -0.406 -1.011 2.980  -0.3141
N -1.061 0.071 2.482  0.7641
H -2.509 2.183 1.893  0.1351
H -3.242 2.257 3.479  0.2203
H -2.837 0.852 5.184  0.4485
H -1.599 -1.180 6.139  0.4401
H 0.031 -2.350 4.516  0.4748
H 0.293 -1.533 2.316  0.4012

Summary:
Gap between HOMO and LUMO (alpha / beta), hartree: 0.1967 / 0.1965
2S+1: 2
LUMO (alpha / beta), eV: -8.4 / -8.4
Total charge: +2

[2]
A molecular structure, C19H25CoN3SSi. Source: OMol25; level of theory: ωB97M-V/def2-TZVPD.

Each line ends with the Mulliken charge.
Element x y z (Å)
C 1.186 -1.499 2.665  -0.7406
C 0.300 -1.970 1.651  -0.5158
C 1.068 -2.735 0.715  -0.2174
H -0.776 -1.842 1.640  0.8907
C 2.427 -2.730 1.150  -1.0658
C 2.495 -1.981 2.365  -0.6238
H 3.378 -1.831 2.973  0.4899
H 0.885 -0.944 3.545  0.4481
H 0.661 -3.244 -0.152  0.6330
H 3.259 -3.213 0.646  0.5361
Co 1.723 -0.858 0.841  0.0159
C -1.861 1.670 -3.701  -0.8013
H -1.049 1.035 -4.065  0.2171
H -2.813 1.138 -3.802  0.2593
H -1.694 1.926 -2.653  0.0341
Si -0.023 0.091 -0.350  0.0890
C -0.804 1.404 0.726  0.3246
C -1.324 1.154 2.008  0.0598
H -1.141 0.201 2.509  0.2019
C -2.121 2.122 2.629  -0.6724
H -2.537 1.913 3.616  0.3857
C -2.393 3.336 1.989  -0.4942
H -3.038 4.074 2.466  0.3641
C -1.828 3.605 0.739  -0.6294
H -2.021 4.555 0.237  0.3764
C -1.012 2.657 0.121  -0.4594
H -0.557 2.867 -0.850  0.3656
C -1.346 -1.057 -1.010  0.7832
C -2.698 -0.871 -0.673  -0.4648
H -3.023 0.050 -0.185  0.3266
C -3.622 -1.891 -0.927  -0.4852
H -4.663 -1.766 -0.615  0.3847
C -3.205 -3.074 -1.553  -0.5229
H -3.916 -3.892 -1.700  0.3416
C -1.883 -3.209 -1.999  -0.3536
H -1.556 -4.128 -2.495  0.3843
C -0.974 -2.168 -1.792  -0.9185
H 0.034 -2.235 -2.208  0.5077
H 0.434 0.850 -1.516  -0.2984
H -1.895 2.589 -4.298  0.3443
N 2.651 0.803 1.506  -0.3007
N 3.838 1.130 0.761  -0.3910
C 3.935 0.609 -0.471  0.6292
N 4.943 1.058 -1.240  -0.4495
S 2.955 -0.685 -0.990  -0.3898
H 1.991 1.587 1.471  0.3111
H 2.920 0.711 2.493  0.4090
H 4.249 2.050 0.960  0.2650
H 5.037 0.723 -2.189  0.2322
H 5.405 1.916 -0.987  0.1846

Summary:
Gap between HOMO and LUMO (alpha / beta), hartree: 0.1604 / 0.2636
2S+1: 4
LUMO (alpha / beta), eV: 0.0 / -0.1

[3]
A molecular structure, C19H25CsN5O2. Source: OMol25; level of theory: ωB97M-V/def2-TZVPD.

Each line ends with the Mulliken charge.
Element x y z (Å)
Cs 2.432 -1.599 -1.331  1.1790
C 5.154 1.785 -4.050  -1.1381
C 4.314 1.348 -2.851  0.6459
O 4.063 0.111 -2.789  -0.7814
C 3.931 2.349 -1.964  -0.5807
C 3.162 2.272 -0.747  0.5821
C 3.020 3.591 -0.003  -1.1641
N 2.611 1.197 -0.265  -0.1653
N 1.918 1.438 0.929  -0.2435
C 1.467 0.375 1.545  0.0694
O 1.546 -0.862 1.237  -0.8161
C 0.695 0.701 2.808  0.4177
C 0.585 1.996 3.315  -0.1941
C -0.155 2.249 4.459  -0.6076
C -0.805 1.212 5.121  -0.3345
C -0.699 -0.081 4.627  -0.6684
C 0.047 -0.331 3.483  -0.3805
H 4.622 1.537 -4.972  0.2334
H 6.086 1.214 -4.051  0.2617
H 5.378 2.852 -4.045  0.2837
H 4.276 3.346 -2.207  -0.0522
H 3.529 4.392 -0.538  0.3236
H 3.433 3.502 1.003  0.2716
H 1.966 3.843 0.122  0.2517
H 1.091 2.793 2.785  0.3936
H -0.232 3.260 4.843  0.3741
H -1.386 1.410 6.015  0.3571
H -1.200 -0.896 5.139  0.3672
H 0.153 -1.329 3.076  0.4193
C -4.353 -3.680 -1.101  -0.6147
C -3.068 -4.313 -1.596  -0.6594
N -2.271 -3.277 -2.224  -0.2839
C -2.022 -2.085 -1.531  0.1330
N -0.893 -1.522 -1.714  -0.5381
C -0.646 -0.226 -1.080  -0.7636
C -1.921 0.524 -0.736  -0.9710
C -2.824 -0.419 0.030  -0.7059
N -3.085 -1.603 -0.776  0.1392
C -4.002 -2.543 -0.160  -0.6275
H -4.972 -4.413 -0.582  0.3572
H -4.912 -3.292 -1.956  0.3049
H -3.275 -5.087 -2.336  0.3568
H -2.547 -4.790 -0.751  0.3118
H -1.401 -3.590 -2.630  0.3204
H -0.017 0.374 -1.741  0.5210
H -0.069 -0.384 -0.167  0.2180
H -2.432 0.856 -1.645  0.3320
H -1.678 1.399 -0.132  0.4604
H -3.790 0.041 0.257  0.3541
H -2.351 -0.694 0.983  0.3691
H -4.900 -1.992 0.129  0.3311
H -3.571 -2.957 0.766  0.3503

Summary:
Gap between HOMO and LUMO, hartree: 0.1728
LUMO, eV: 2.0
Total charge: -1

[4]
2 unconnected molecules or ions with the total composition C19H25F9IN3O3PS. Source: OMol25; level of theory: ωB97M-V/def2-TZVPD.

Each line ends with the Mulliken charge.
Element x y z (Å)
C -0.310 -3.834 1.692  -0.5790
C 0.257 -3.586 0.455  -1.4901
C 0.784 -2.218 0.185  0.4112
C -0.079 -1.249 -0.402  0.6224
N -1.442 -1.600 -0.695  -0.0335
C 0.348 0.033 -0.646  -0.7810
C -0.501 1.146 -1.228  -0.3654
C -1.584 0.809 -2.269  -1.2084
C -3.055 0.727 -1.816  -0.5836
C -3.426 1.591 -0.617  -1.0565
C -4.852 1.332 -0.116  0.9897
F -5.443 0.251 -0.669  -0.2894
F -5.617 2.405 -0.491  -0.3496
C -4.974 1.314 1.440  0.4500
F -4.178 2.251 1.962  -0.2616
F -6.228 1.628 1.781  -0.2749
S -4.613 -0.359 2.275  1.3978
F -5.924 -0.960 1.637  -0.2914
F -3.730 -0.849 1.029  -0.3336
F -3.273 0.187 2.940  -0.3120
F -5.400 0.100 3.564  -0.3129
F -4.346 -1.762 2.955  -0.3262
C 1.687 0.369 -0.282  0.0925
N 2.109 1.655 -0.477  -0.3533
C 3.321 1.958 -0.115  0.6083
C 3.764 3.380 -0.302  -1.0043
I 3.777 4.268 1.662  0.0879
C 5.050 3.557 -1.146  -0.2250
C 6.284 4.145 -0.458  -1.3694
C 4.191 0.955 0.446  -0.0259
O 5.456 1.324 0.789  -0.5476
N 3.839 -0.271 0.638  -0.5388
C 2.555 -0.573 0.284  -0.2898
C 2.075 -1.879 0.496  1.5354
P 3.078 -3.225 1.157  0.3419
O 3.051 -4.414 0.258  -0.6505
H 0.291 -3.857 2.598  0.2041
H -1.384 -3.969 1.841  0.1787
H 0.335 -4.393 -0.269  0.4027
H -1.504 -2.194 -1.512  0.1011
H -1.869 -2.071 0.092  0.0614
H -0.861 1.731 -0.381  0.5546
H 0.209 1.794 -1.735  0.4402
H -1.328 -0.145 -2.729  0.2800
H -1.516 1.555 -3.060  0.5545
H -3.667 1.060 -2.660  0.4596
H -3.366 -0.298 -1.642  0.3306
H -3.330 2.657 -0.809  0.4864
H -2.764 1.327 0.209  0.3488
H 2.950 3.863 -0.832  0.6426
H 5.340 2.599 -1.575  0.3675
H 4.812 4.257 -1.947  0.3483
H 6.129 5.182 -0.167  0.4039
H 6.561 3.585 0.432  0.2886
H 7.126 4.081 -1.147  0.3792
H 5.442 1.694 1.683  0.3727
H 2.542 -3.517 2.424  0.0212
H 4.374 -2.732 1.327  0.1285
O -1.634 -5.076 -1.449  -0.3895
H -1.287 -5.994 -1.453  0.4672
H -2.367 -4.967 -0.807  0.4333
H -1.886 -4.781 -2.348  0.4507

Summary:
Gap between HOMO and LUMO, hartree: 0.2129
LUMO, eV: -5.4
Total charge: +1

Record order is preserved below.
Relative energy (zero: lowest compared OMol25 entry of this formula, charge and spin): 0.0 68.8 2.3 0.0 kJ/mol